1.
The following is a DFT calculation (the ωB97M-V functional and the def2-TZVPD basis) of the ion C13H16NO4 with charge -1 at a distorted geometry.

Structure (XYZ):
```
34
Properties=species:S:1:pos:R:3:forces:R:3:mulliken_charge:R:1
O -1.959 1.534 0.370 -0.33 -0.74 -0.27 -0.552
C -1.836 0.326 0.420 0.37 0.19 0.61 0.489
C -2.118 -0.616 -0.785 0.13 -0.40 0.47 -0.890
C -1.044 -0.494 -1.971 -0.95 -0.71 0.63 0.422
N -0.378 0.829 -1.977 -0.14 -0.41 -1.30 -0.364
C 0.910 0.817 -2.719 0.84 0.98 0.19 -0.789
C 2.094 0.747 -1.673 -0.23 0.56 0.45 -0.066
C 3.135 1.924 -1.869 -1.48 -0.62 0.38 -0.562
O 3.997 2.041 -0.723 0.25 -0.08 -0.45 -0.540
C -0.066 -1.717 -1.825 1.69 -2.63 -2.93 0.046
O 0.428 -2.105 -0.747 -0.87 1.46 0.62 -0.601
O 0.197 -2.355 -2.938 -1.14 2.08 1.66 -0.809
C -1.415 -0.238 1.830 -0.24 -0.73 1.13 0.293
C -2.410 -0.110 2.897 2.42 -1.19 0.86 -0.533
C -2.052 -0.628 4.218 0.83 -0.12 -0.71 -0.382
C -0.766 -1.268 4.508 0.08 0.60 -2.14 -0.388
C 0.221 -1.377 3.441 -2.34 1.29 -0.85 -0.588
C -0.130 -0.842 2.111 -0.34 -0.29 1.54 0.039
H -2.116 -1.671 -0.388 0.14 1.01 -0.55 0.337
H -3.145 -0.436 -1.202 0.84 0.27 0.56 0.437
H -1.631 -0.634 -2.926 0.77 -0.13 0.87 0.220
H -0.996 1.429 -2.536 0.20 -0.15 0.61 0.252
H 0.974 0.063 -3.544 -0.05 0.30 0.88 0.332
H 0.993 1.833 -3.215 -0.12 -0.95 0.45 0.459
H 1.622 0.935 -0.662 0.35 -0.28 -1.02 -0.019
H 2.572 -0.262 -1.599 -0.24 0.89 -0.30 0.330
H 3.691 1.708 -2.816 0.08 0.57 1.05 0.307
H 2.569 2.902 -1.932 0.45 -1.01 -0.45 0.311
H 3.454 2.277 0.048 0.08 -0.24 -0.55 0.300
H -3.400 0.375 2.727 1.02 -0.49 0.10 0.335
H -2.773 -0.535 5.072 0.65 -0.07 -1.00 0.280
H -0.504 -1.672 5.517 -0.54 0.50 -0.95 0.309
H 1.227 -1.852 3.561 -1.14 0.52 0.07 0.342
H 0.657 -0.927 1.329 -1.02 0.02 0.34 0.246
```
Forces are in eV/Å.

net charge	-1
maximum force	4.283	eV/Å
E_LUMO	0.11676	Ha
SMILES	O=C(C[C@@H](NCCCO)C(=O)[O-])c1ccccc1
HOMO level	-4.3	eV
HOMO-LUMO gap	7.5084	eV

2.
The following is a DFT calculation (the ωB97M-V functional and the def2-TZVPD basis) of the ion C13H16NS with charge +1 at a distorted geometry.

Structure (XYZ):
```
31
Properties=species:S:1:pos:R:3:forces:R:3:mulliken_charge:R:1
C 2.714 -1.824 1.485 -1.38 -0.96 0.54 -0.956
C 2.451 -1.499 0.031 -0.32 -0.86 0.02 -0.501
N 1.169 -0.679 -0.222 2.02 -0.15 -3.20 0.216
C -0.005 -1.503 -0.093 -1.73 0.48 -0.43 -0.958
C -1.277 -0.933 -0.108 5.19 -1.33 0.59 0.904
C -2.291 -1.887 -0.162 -2.59 2.64 0.14 -0.920
C -3.520 -1.372 -0.365 -0.27 0.31 -0.96 -0.545
C -3.716 0.114 -0.392 -0.19 -1.39 0.17 -0.662
C -2.704 0.980 -0.362 -0.17 -1.11 -0.49 -1.158
C -1.387 0.491 -0.229 0.65 0.72 0.06 0.883
C -0.266 1.259 -0.105 -0.92 -2.34 -0.50 -0.193
C -0.068 2.650 -0.456 -2.79 1.84 -2.81 -0.695
C 1.357 3.016 -0.446 1.57 0.40 0.16 -0.651
S 2.216 1.832 0.553 0.43 -1.88 0.88 -0.125
C 0.887 0.534 0.497 1.57 2.47 0.77 -0.079
H 2.638 -0.984 2.219 0.65 -0.38 -0.89 0.285
H 1.877 -2.519 1.828 1.42 0.44 -0.26 0.290
H 3.713 -2.321 1.435 -0.87 0.33 0.78 0.376
H 2.268 -2.502 -0.553 0.55 2.15 0.86 0.386
H 3.308 -0.929 -0.346 -0.47 -0.07 -0.39 0.400
H 1.414 -0.329 -1.247 -1.27 -0.84 1.68 0.457
H 0.180 -2.558 -0.208 -0.08 -0.09 0.09 0.395
H -2.006 -2.850 0.051 0.04 -2.33 -0.13 0.513
H -4.309 -2.043 -0.715 -0.22 0.40 0.76 0.391
H -4.700 0.524 -0.322 -0.65 -0.16 -0.31 0.412
H -2.842 2.007 -0.381 -0.53 1.81 0.04 0.491
H -0.377 2.871 -1.605 0.02 -0.68 2.65 0.230
H -0.773 3.240 0.167 0.72 0.26 -0.28 0.395
H 1.806 3.018 -1.424 -0.09 -0.09 -0.51 0.377
H 1.633 3.963 -0.019 -0.36 0.60 0.26 0.408
H 0.611 0.232 1.492 0.08 -0.20 0.70 0.633
```
Forces are in eV/Å.

net charge	+1
energy above the lowest of the compared OMol25 structures with the same formula, charge and spin	0.000	eV
maximum force	5.387	eV/Å
E_LUMO	-0.16156	Ha
SMILES	CC[N@H+]1C=c2ccccc2=C2CCS[C@@H]21
HOMO level	-11.4	eV
HOMO-LUMO gap	7.0139	eV

3.
The following is a DFT calculation (the ωB97M-V functional and the def2-TZVPD basis) of a structure of composition C13H16OPdS7Si at a distorted geometry.

Structure (XYZ):
```
39
Properties=species:S:1:pos:R:3:forces:R:3:mulliken_charge:R:1
Pd 13.568 9.726 7.634 0.23 -0.35 -0.73 0.195
S 15.932 9.808 7.208 0.25 -0.75 0.97 -0.364
C 16.449 9.492 8.845 0.28 -0.73 1.27 0.384
C 17.822 9.595 9.214 -0.75 0.25 -0.77 -0.605
C 18.237 9.454 10.515 0.86 0.36 0.88 -0.349
C 17.329 9.201 11.538 -0.32 0.07 0.40 -0.464
C 15.999 8.944 11.215 0.24 0.51 -0.01 -0.629
C 15.531 9.067 9.912 2.07 0.34 -1.36 0.659
S 13.910 8.664 9.570 -1.00 -0.29 0.46 -0.420
H 18.582 9.898 8.485 -0.47 -0.23 -0.04 0.296
H 19.304 9.638 10.752 -0.69 -0.11 -0.09 0.249
H 17.595 9.344 12.590 0.16 -0.44 -0.30 0.269
H 15.244 8.740 11.968 0.21 -0.05 0.13 0.339
C 12.895 12.933 4.609 -0.08 0.13 -0.60 -0.945
Si 13.955 12.776 6.168 -0.43 -1.36 0.96 0.453
C 15.740 12.440 5.642 0.77 0.78 1.01 -1.145
C 13.973 14.550 6.842 0.03 -0.12 0.47 -1.062
O 13.316 11.670 7.172 -0.17 2.07 -0.68 -0.635
H 13.462 13.476 3.808 -0.55 -0.35 0.47 0.326
H 11.938 13.457 4.810 0.51 -0.06 -0.06 0.253
H 12.605 11.935 4.242 0.26 0.23 0.04 0.211
H 16.029 13.378 5.127 0.24 -0.29 0.01 0.322
H 15.881 11.604 4.971 -0.08 -0.23 -0.26 0.343
H 16.439 12.243 6.529 -1.11 0.55 -1.27 0.230
H 13.847 15.150 5.933 0.10 0.34 0.27 0.307
H 14.915 14.813 7.368 -0.51 -0.08 -0.34 0.284
H 13.120 14.725 7.529 0.38 -0.03 -0.40 0.235
C 9.847 6.250 6.340 -0.62 -1.72 0.25 -0.733
S 10.381 7.059 7.835 0.05 -0.38 0.83 -0.041
C 9.881 8.670 7.494 0.29 1.40 -0.34 -0.092
C 10.606 9.575 6.732 -0.31 -2.14 0.70 0.343
S 11.985 8.993 5.888 0.06 0.68 -0.73 -0.475
S 9.863 11.130 6.563 -0.72 0.40 -0.37 0.015
C 8.270 10.700 7.146 0.33 -0.97 0.42 0.009
S 6.820 11.456 6.906 0.14 0.59 0.05 -0.367
S 8.317 9.194 8.030 -0.19 0.53 -0.45 -0.156
H 10.161 5.172 6.422 0.06 1.01 -0.20 0.273
H 10.321 6.745 5.512 0.09 0.03 -0.52 0.234
H 8.747 6.193 6.258 0.40 0.41 -0.08 0.253
```
Forces are in eV/Å.

2S+1	3
net charge	-2
energy above the lowest of the compared OMol25 structures with the same formula, charge and spin	0.192	eV
maximum force	2.505	eV/Å
E_LUMO (alpha / beta)	0.15871 / 0.15866	Ha
expectation value of S²	2.0120
HOMO level (alpha / beta)	-0.9 / -1.3	eV
HOMO-LUMO gap (alpha / beta)	5.1867 / 5.5773	eV

4.
The following is a DFT calculation (the ωB97M-V functional and the def2-TZVPD basis) of the molecule C13H17BClN3O4 at a distorted geometry.

Structure (XYZ):
```
39
Properties=species:S:1:pos:R:3:forces:R:3:mulliken_charge:R:1
C -0.841 3.178 -1.569 -0.91 0.02 -0.76 -1.634
C -0.250 2.046 -0.763 1.06 0.76 -0.42 0.269
N -1.130 1.468 0.187 -1.37 -0.77 0.87 -0.097
C -0.784 1.371 1.498 1.22 0.71 -0.48 0.293
O 0.166 1.977 1.954 0.54 0.51 -0.02 -0.634
C -1.489 0.476 2.395 -1.04 -1.05 1.07 0.916
C -1.464 0.708 3.758 0.58 1.88 0.51 -0.439
C -2.236 0.004 4.659 0.78 -0.71 -1.69 -0.370
N -2.932 -1.054 4.244 -0.68 -0.56 -1.07 -0.582
C -2.903 -1.343 2.928 -0.27 0.48 1.48 0.035
Cl -3.975 -2.576 2.326 0.23 -0.10 0.34 -0.199
C -2.187 -0.627 1.987 -0.49 -0.34 -0.58 -0.478
C 0.129 0.955 -1.712 1.67 -1.97 0.43 0.385
O -0.535 0.890 -2.727 -0.10 -1.17 -1.47 -0.772
N 1.112 0.016 -1.376 -0.32 1.54 -0.51 0.356
C 1.827 -0.034 -0.088 -0.13 0.41 0.58 -0.423
C 3.059 -0.943 -0.266 0.33 0.46 0.05 -0.567
C 2.980 -1.482 -1.705 0.83 -0.04 -0.71 -0.717
C 1.632 -1.029 -2.322 0.04 -0.03 0.55 -0.364
B 0.599 -2.232 -2.369 -0.53 0.94 -0.63 0.741
O 1.018 -3.456 -2.008 -1.15 -1.79 0.01 -0.549
O -0.691 -2.020 -2.784 0.20 1.26 0.05 -0.655
H -1.170 3.991 -0.932 -0.01 0.11 0.13 0.432
H -0.120 3.542 -2.294 0.30 0.18 0.11 0.353
H -1.674 2.827 -2.218 0.35 0.20 0.76 0.296
H 0.641 2.395 -0.258 -0.02 0.11 0.45 0.303
H -1.983 1.031 -0.166 0.51 0.19 0.28 0.314
H -0.861 1.557 4.083 -0.24 -0.23 0.07 0.430
H -2.210 0.282 5.690 -0.28 -0.17 0.59 0.415
H -2.220 -0.908 0.950 -0.12 -0.19 -0.25 0.523
H 2.151 0.963 0.287 -0.49 -0.52 -0.39 0.356
H 1.133 -0.456 0.653 0.28 0.12 0.06 0.026
H 4.006 -0.368 -0.076 -0.91 -0.52 -0.32 0.250
H 3.053 -1.755 0.460 -0.11 0.03 0.00 0.326
H 3.836 -1.076 -2.280 -0.53 -0.18 0.17 0.285
H 3.070 -2.589 -1.749 -0.07 0.82 0.11 0.301
H 1.763 -0.595 -3.327 -0.08 0.01 0.36 0.202
H 0.266 -4.097 -2.113 1.05 0.70 0.21 0.301
H -0.788 -1.037 -2.955 -0.11 -1.13 0.04 0.375
```
Forces are in eV/Å.

energy above the lowest of the compared OMol25 structures with the same formula, charge and spin	0.000	eV
maximum force	2.625	eV/Å
E_LUMO	-0.00548	Ha
SMILES	C[C@@H](NC(=O)c1ccnc(Cl)c1)C(=O)N1CCC[C@H]1B(O)O
HOMO level	-9.3	eV
HOMO-LUMO gap	9.1214	eV